# 1
ORCA calculation (ωB97M-V/def2-TZVPD) on a cluster of 8 separate species, C40H79BrFNO18P3S7 in total in a non-equilibrium geometry.

Calculated values
Largest force on an atom (eV/Å): 2.224
Calculated total energy (eV): -257579.3969
Kohn-Sham gap (eV): 4.20
Highest occupied orbital energy (eV): -2.7
E_LUMO (eV): 1.530

ORCA input file:
```
! RIJCOSX wB97M-V def2-TZVPD def2/J DEFGRID3
* xyz -1 1
C -2.7983 3.8046 3.5430
C -1.8214 3.9861 2.3715
N -1.5583 2.7635 1.6317
P 0.0640 1.9887 1.6492
F 0.8236 3.5160 1.4103
C 1.8844 1.3214 1.5870
O 2.0151 -0.0839 1.7108
C 3.3187 -0.5099 2.0294
C 3.2154 -1.7691 2.8785
C -0.6894 0.2006 1.7759
C -2.1925 0.0908 1.7827
C -2.8945 0.0605 2.9926
C -4.2772 -0.0663 3.0292
C -5.0149 -0.1432 1.8480
C -4.3269 -0.1279 0.6379
C -2.9399 -0.0312 0.6069
P 0.1968 2.1710 3.9151
O 1.2777 3.3974 4.2512
O 0.9922 0.8427 4.4924
P -0.1997 1.8764 -0.6788
O 0.3739 3.3058 -1.3235
Br 1.1905 0.2930 -1.5227
H -3.8135 3.6341 3.1931
H -2.7984 4.7486 4.0998
H -2.4649 3.0344 4.2292
H -2.3388 4.6798 1.7021
H -0.9515 4.5381 2.7376
H -1.8309 2.9041 0.6678
H 2.3817 1.7741 2.4623
H 2.4423 1.7268 0.7346
H 3.8439 -0.7598 1.1109
H 3.8832 0.2414 2.5929
H 2.8083 -2.5742 2.2704
H 2.5954 -1.6071 3.7563
H 4.2206 -2.0556 3.1852
H -0.3715 -0.2889 2.6951
H -0.3620 -0.4218 0.9437
H -2.3602 0.1216 3.9310
H -4.8193 -0.1136 3.9667
H -6.0934 -0.2158 1.8564
H -4.8714 -0.1958 -0.2963
H -2.4468 -0.0156 -0.3556
H 0.7997 4.2286 4.2454
H 1.9458 1.0062 4.5278
H 1.0940 3.1063 -1.9388
C -7.4531 3.3310 -0.7240
C -8.5867 3.2183 -1.7552
C -8.3785 1.9003 -2.5161
S -7.5290 0.7991 -1.3761
O -6.2142 0.5265 -1.8980
O -8.4222 -0.2645 -0.9799
C -7.3741 1.9728 -0.0375
H -7.6404 4.1277 -0.0050
H -6.5071 3.5462 -1.2268
H -9.5523 3.2091 -1.2407
H -8.5966 4.0668 -2.4387
H -9.3188 1.4425 -2.8138
H -7.7358 2.0305 -3.3853
H -6.4358 1.7995 0.4871
H -8.2167 1.8187 0.6364
C -9.2332 -2.6506 4.9569
C -8.2490 -3.3415 4.0044
C -7.1935 -2.3048 3.6014
S -7.0813 -1.1416 4.9703
O -7.5435 0.1489 4.5280
O -5.8252 -1.3012 5.6523
C -8.3737 -1.8929 5.9624
H -9.8893 -3.3661 5.4522
H -9.8583 -1.9502 4.3987
H -7.7690 -4.1760 4.5203
H -8.7524 -3.7450 3.1270
H -6.2144 -2.7483 3.4418
H -7.4937 -1.7480 2.7174
H -8.9116 -1.1155 6.5000
H -7.8934 -2.5727 6.6655
C 2.1535 0.5442 -6.8137
C 3.5030 1.2723 -6.7377
C 3.2339 2.6827 -6.1978
S 1.7573 2.5517 -5.1758
O 0.7055 3.3203 -5.7910
O 2.1153 2.7273 -3.7966
C 1.4565 0.8168 -5.4843
H 2.2792 -0.5243 -6.9846
H 1.5600 0.9502 -7.6365
H 4.1653 0.7373 -6.0544
H 3.9969 1.3125 -7.7083
H 4.0518 3.0536 -5.5855
H 3.0194 3.3893 -6.9971
H 0.3848 0.6365 -5.5043
H 1.9134 0.2567 -4.6686
C 9.1714 -3.3326 2.2288
C 9.2652 -1.8087 2.3912
C 8.4626 -1.1801 1.2473
S 7.1907 -2.3712 0.8113
O 7.4482 -2.8469 -0.5323
O 5.8954 -1.8720 1.1900
C 7.7025 -3.6355 1.9653
H 9.5349 -3.8598 3.1098
H 9.7722 -3.6514 1.3742
H 8.8337 -1.5142 3.3503
H 10.2982 -1.4631 2.3763
H 7.9898 -0.2459 1.5386
H 9.0774 -1.0305 0.3664
H 7.5365 -4.6134 1.5249
H 7.1021 -3.5195 2.8679
C 6.5597 -8.5134 -0.4800
C 6.8377 -8.0064 -1.9015
C 7.9215 -6.9256 -1.7982
S 8.8964 -7.3335 -0.3447
O 8.7144 -6.2880 0.6300
O 10.2131 -7.7625 -0.7431
C 7.9270 -8.7524 0.1543
H 5.9591 -9.4215 -0.4834
H 6.0162 -7.7520 0.0832
H 7.1971 -8.8323 -2.5192
H 5.9384 -7.6130 -2.3722
H 8.5767 -6.9115 -2.6653
H 7.4940 -5.9359 -1.6405
H 7.9011 -8.8089 1.2400
H 8.4086 -9.6392 -0.2566
C 10.9132 -2.4231 -3.6039
C 12.3371 -1.8464 -3.5993
C 12.2539 -0.4210 -3.0367
S 10.8300 -0.4060 -1.9378
O 9.8367 0.4796 -2.4841
O 11.2798 -0.2763 -0.5725
C 10.3223 -2.0950 -2.2362
H 10.9121 -3.4963 -3.7888
H 10.3227 -1.9446 -4.3882
H 12.9741 -2.4592 -2.9583
H 12.7778 -1.8477 -4.5955
H 13.1398 -0.1479 -2.4694
H 12.0733 0.3137 -3.8188
H 9.2360 -2.1591 -2.1967
H 10.7613 -2.7152 -1.4547
C -11.7551 7.7182 -1.1435
C -12.6462 7.5318 -2.3793
C -12.6668 6.0332 -2.7073
S -12.4007 5.1762 -1.1484
O -11.1351 4.4841 -1.2158
O -13.6064 4.4948 -0.7572
C -12.1901 6.6460 -0.1496
H -11.8531 8.7163 -0.7197
H -10.7083 7.5694 -1.4165
H -13.6583 7.8737 -2.1536
H -12.2865 8.1123 -3.2274
H -13.6181 5.7125 -3.1235
H -11.8565 5.7554 -3.3786
H -11.4582 6.4501 0.6305
H -13.1572 6.8821 0.2932
*
```

=====

# 2
ORCA calculation (ωB97M-V/def2-TZVPD) on a structure of composition C61H67O3P3PdS3Si.

Calculated values
Largest force on an atom (eV/Å): 0.959
Calculated total energy (eV): -142214.5862
Kohn-Sham gap (spin up / spin down) (eV): 4.93 / 5.58
Highest occupied orbital energy (spin up / spin down) (eV): -8.3 / -8.9
E_LUMO (spin up / spin down) (eV): -3.409 / -3.356

ORCA input file:
```
! RIJCOSX wB97M-V def2-TZVPD def2/J DEFGRID3
* xyz 1 2
Pd -0.1409 -0.3913 -0.3171
O -1.4059 -3.0253 -2.0503
S -0.2040 -2.6800 -1.2555
C 1.2198 -3.0310 -2.3054
C 1.8866 -4.2261 -2.1644
C 2.9076 -4.6549 -3.0364
C 3.2141 -3.8635 -4.1006
C 4.2232 -4.0419 -5.2093
C 3.9757 -2.8440 -6.1615
C 2.9605 -1.9888 -5.4427
C 2.4332 -0.7733 -5.7523
C 1.4887 -0.2199 -4.8650
C 1.0305 -0.8427 -3.7202
P -0.1068 0.1104 -2.6462
C 0.3684 1.8254 -3.0530
C -0.3105 2.6492 -3.9466
C 0.1544 3.9339 -4.2080
C 1.3054 4.4005 -3.5893
C 1.9885 3.5817 -2.6976
C 1.5142 2.3079 -2.4249
C -1.7556 -0.1510 -3.3851
C -2.8274 -0.4184 -2.5391
C -4.0920 -0.6574 -3.0574
C -4.2979 -0.6286 -4.4282
C -3.2331 -0.3717 -5.2833
C -1.9676 -0.1442 -4.7638
C 1.5426 -2.1441 -3.3931
C 2.5251 -2.6435 -4.2717
C 0.0055 -3.9455 -0.0161
C -0.9362 -4.9388 -0.0387
C -0.8286 -6.0985 0.7678
C 0.2982 -6.2557 1.5183
C 0.7591 -7.3801 2.4181
C 2.2180 -7.0094 2.8022
C 2.4267 -5.6249 2.2336
C 3.4941 -4.7728 2.2785
C 3.3428 -3.4937 1.7047
C 2.2109 -3.0704 1.0338
P 1.9219 -1.2554 0.9171
C 3.3466 -0.6287 -0.0409
C 4.1684 -1.4538 -0.8047
C 5.2094 -0.9139 -1.5525
C 5.4595 0.4494 -1.5223
C 4.6432 1.2810 -0.7649
C 3.5818 0.7482 -0.0491
C 2.3658 -0.8544 2.6609
C 3.4384 -0.0650 3.0604
C 3.7862 0.0282 4.4067
C 3.0877 -0.6921 5.3620
C 2.0041 -1.4731 4.9723
C 1.6277 -1.5279 3.6414
C 1.1505 -4.0122 0.8431
C 1.2808 -5.2392 1.5133
H 1.6115 -4.8974 -1.3644
H 3.4019 -5.6022 -2.8571
H 4.1020 -5.0022 -5.7100
H 5.2354 -4.0212 -4.8011
H 3.5691 -3.1784 -7.1174
H 4.8896 -2.2918 -6.3810
H 2.7327 -0.2200 -6.6346
H 1.1251 0.7729 -5.0950
H -1.2074 2.2952 -4.4412
H -0.3808 4.5656 -4.9071
H 1.6676 5.4002 -3.7993
H 2.8883 3.9385 -2.2085
H 2.0411 1.6710 -1.7303
H -2.6673 -0.4546 -1.4736
H -4.9146 -0.8771 -2.3870
H -5.2845 -0.8185 -4.8340
H -3.3847 -0.3644 -6.3557
H -1.1400 0.0195 -5.4450
H -1.7589 -4.8338 -0.7385
H -1.6061 -6.8519 0.7310
H 0.6941 -8.3495 1.9243
H 0.1224 -7.4320 3.3027
H 2.9319 -7.7111 2.3677
H 2.3771 -7.0256 3.8804
H 4.4192 -5.0333 2.7795
H 4.1455 -2.7779 1.8512
H 3.9883 -2.5227 -0.8292
H 5.8317 -1.5665 -2.1540
H 6.2817 0.8660 -2.0919
H 4.8274 2.3497 -0.7428
H 2.9157 1.4086 0.4975
H 4.0347 0.4638 2.3299
H 4.6306 0.6421 4.6976
H 3.3891 -0.6562 6.4020
H 1.4663 -2.0593 5.7094
H 0.7746 -2.1321 3.3481
C -3.7132 3.9188 5.6105
C -2.2832 4.2058 5.2280
O -1.5328 2.9467 5.1679
P -1.0392 2.0371 3.9920
S -0.9894 1.7747 0.5314
S -1.5488 0.1365 1.7612
O -0.9135 0.7040 4.7583
C -1.8152 0.1907 5.8018
C -1.0567 -0.7479 6.6985
H -4.2874 4.8455 5.5610
H -3.7728 3.5320 6.6279
H -4.1709 3.2016 4.9335
H -1.7783 4.7813 5.9985
H -2.1830 4.7268 4.2803
H -2.6130 -0.3088 5.2531
H -2.2194 1.0381 6.3504
H -0.7411 -1.6395 6.1575
H -1.7127 -1.0491 7.5172
H -0.1764 -0.2609 7.1195
C -3.1625 2.7908 -1.8864
Si -2.7054 3.0491 -0.0974
C -4.2664 2.6888 0.9247
C -5.3517 3.6781 0.4665
C -4.0687 2.8329 2.4314
C -4.7613 1.2645 0.6264
C -1.9321 4.8073 0.0449
C -0.4123 4.7661 -0.1723
C -2.5251 5.7070 -1.0525
C -2.1930 5.4605 1.4025
H -3.7834 1.9068 -2.0273
H -2.2673 2.6601 -2.4916
H -3.7089 3.6553 -2.2756
H -5.0867 4.7196 0.6746
H -6.2897 3.4649 0.9924
H -5.5503 3.5888 -0.6048
H -3.8911 3.8692 2.7228
H -3.2330 2.2034 2.7678
H -4.9627 2.4819 2.9626
H -4.9838 1.1267 -0.4345
H -5.6930 1.0906 1.1793
H -4.0399 0.5070 0.9302
H -0.1439 4.2573 -1.1041
H 0.1084 4.2613 0.6429
H -0.0326 5.7939 -0.2352
H -2.2286 5.3726 -2.0493
H -2.1515 6.7291 -0.9203
H -3.6186 5.7492 -1.0200
H -1.7747 4.8451 2.2050
H -3.2558 5.6189 1.6028
H -1.6971 6.4377 1.4457
*
```

=====

# 3
ORCA calculation (ωB97M-V/def2-TZVPD) on a structure of composition CH10ClN2O4Zn in a non-equilibrium geometry.

Calculated values
Largest force on an atom (eV/Å): 1.973
Calculated total energy (eV): -73300.9546
Kohn-Sham gap (spin up / spin down) (eV): 3.07 / 3.06
Highest occupied orbital energy (spin up / spin down) (eV): -0.6 / -0.6
E_LUMO (spin up / spin down) (eV): 2.509 / 2.509

ORCA input file:
```
! RIJCOSX wB97M-V def2-TZVPD def2/J DEFGRID3
* xyz -1 1
C 1.5983 1.2688 0.1217
Zn -0.1184 -0.1636 -0.1796
N -1.3956 -1.6155 0.1035
N -0.1233 0.2245 -2.2092
H -2.2491 -1.0577 0.2813
H 1.5647 0.1355 0.0591
H 1.9749 1.4639 1.1126
H 0.7306 1.9257 0.0151
H 2.2619 1.6170 -0.6546
H -1.0891 0.4441 -2.5080
H 0.1496 -0.5442 -2.8545
H 0.4355 1.0405 -2.5060
H -1.5405 -2.2047 -0.7134
H -1.2858 -2.1596 0.9572
O -0.4514 -1.0327 2.6815
Cl -0.8980 0.3710 2.6705
O -2.1217 0.5062 3.4051
O 0.1718 1.2292 3.1124
O -1.2436 0.7988 1.2181
*
```

=====

# 4
ORCA calculation (ωB97M-V/def2-TZVPD) on a structure of composition C30H80As4F24N5O10 in a non-equilibrium geometry.

Calculated values
Largest force on an atom (eV/Å): 3.137
Calculated total energy (eV): -368908.6675
Kohn-Sham gap (eV): 9.12
Highest occupied orbital energy (eV): -11.5
E_LUMO (eV): -2.388

ORCA input file:
```
! RIJCOSX wB97M-V def2-TZVPD def2/J DEFGRID3
* xyz 1 1
C 17.3594 16.9558 11.3696
O 17.8305 17.9687 12.2922
C 18.3950 19.0749 11.5882
C 18.5941 20.2176 12.6068
N 17.3094 20.2281 13.4419
H 17.1045 19.2166 13.5231
H 17.4624 20.6865 14.3582
C 16.1678 20.9564 12.8331
C 16.3833 22.4306 12.9718
O 17.0594 22.6405 14.1952
C 17.0667 24.0287 14.5577
H 18.1216 16.7830 10.6010
H 16.4427 17.2952 10.9203
H 17.1458 16.0752 11.9759
H 17.8423 19.4252 10.7431
H 19.3890 18.7582 11.2385
H 18.7437 21.2396 12.3037
H 19.3289 19.9866 13.3544
H 15.3608 20.6167 13.4713
H 15.9168 20.7432 11.7882
H 15.4243 22.9520 12.9309
H 16.9207 22.8746 12.1295
H 17.5368 23.9813 15.5559
H 16.0249 24.3634 14.6750
H 17.5914 24.6486 13.7957
C 13.8383 17.3584 9.0574
O 13.9571 16.9069 10.4264
C 12.9064 17.3854 11.2450
C 11.8796 16.2558 11.4475
N 12.6438 14.9394 11.5573
H 12.0070 14.2064 11.1996
H 13.3731 14.9400 10.7974
C 13.3967 14.6945 12.8050
C 13.7645 13.2217 12.9743
O 14.6316 12.8673 11.9434
C 14.5926 11.5285 11.4238
H 13.1564 16.6712 8.5840
H 14.8083 17.2958 8.5957
H 13.4029 18.3532 9.0535
H 12.3204 18.2014 10.7926
H 13.3551 17.8093 12.1759
H 11.2423 16.1658 10.5680
H 11.1810 16.3465 12.3045
H 12.8033 14.9382 13.6647
H 14.3359 15.2418 12.8093
H 12.8489 12.6003 12.7698
H 14.1386 12.9558 13.9804
H 13.7664 11.4170 10.7124
H 14.5232 10.7831 12.2098
H 15.5139 11.4377 10.8876
C 19.2342 11.2292 16.0535
O 20.3543 12.0122 15.6079
C 21.4136 12.2647 16.5124
C 22.7403 12.1345 15.7282
N 22.5426 12.8748 14.4506
H 23.1027 12.4235 13.7054
H 21.5514 12.5783 14.2064
C 22.6159 14.3554 14.4678
C 22.0798 14.8566 13.1715
O 20.7725 14.5273 12.7953
C 19.7941 15.3341 13.4629
H 18.3386 11.4562 15.5104
H 19.1647 11.4079 17.1292
H 19.4853 10.1650 15.9744
H 21.3271 11.5134 17.3673
H 21.2038 13.2310 17.0519
H 22.8436 11.0948 15.4400
H 23.6379 12.4627 16.2485
H 23.6343 14.7241 14.6701
H 21.9812 14.6562 15.2711
H 22.6542 14.3548 12.3896
H 22.2450 15.9334 13.0980
H 20.0592 15.3576 14.5194
H 18.8281 14.8362 13.3595
H 19.8470 16.3860 13.0605
C 29.9443 10.9181 10.3829
O 29.2621 12.1509 10.0709
C 28.3366 12.4684 11.1031
C 27.0841 11.6477 10.9138
N 26.0876 12.1491 9.8766
H 25.2754 11.4791 9.8975
H 25.7616 13.0908 10.1155
C 26.5181 12.2964 8.4578
C 25.3153 12.5199 7.5783
O 24.2883 11.6430 8.0652
C 23.2169 11.4796 7.1678
H 29.9854 10.8085 11.4623
H 30.9676 11.0105 10.0245
H 29.4713 10.0261 9.9881
H 28.1387 13.5389 11.0070
H 28.6648 12.2609 12.1315
H 26.4326 11.5445 11.8058
H 27.3157 10.6289 10.6015
H 27.0489 11.3922 8.2503
H 27.2137 13.1283 8.3888
H 25.5411 12.2963 6.5278
H 24.9715 13.5599 7.5137
H 22.4754 10.8635 7.6605
H 23.5791 11.1008 6.2112
H 22.7719 12.4721 7.0429
C 20.9791 15.4841 8.6871
O 20.5955 14.2567 8.0968
C 20.8276 13.1503 8.9264
C 19.7437 12.9734 10.0108
N 18.4210 13.1242 9.3046
H 18.5082 13.8040 8.5273
H 18.1722 12.2328 8.8528
C 17.2838 13.5507 10.1595
C 16.1211 14.0602 9.2735
O 16.6755 14.9577 8.3622
C 16.0160 15.0843 7.0461
H 20.9001 16.2333 7.9294
H 22.0188 15.4111 9.0027
H 20.3712 15.6832 9.5751
H 21.8020 13.0928 9.4106
H 20.7236 12.2751 8.2907
H 19.7878 13.7599 10.7475
H 19.7099 12.0195 10.5466
H 17.6460 14.3641 10.7760
H 16.9075 12.7300 10.8059
H 15.3021 14.5046 9.8458
H 15.7338 13.1799 8.7617
H 16.4137 14.2382 6.5391
H 16.4037 16.0156 6.6862
H 14.9753 14.9432 7.2685
As 17.7683 9.6291 9.2876
F 19.1881 10.4544 8.6606
F 16.7725 10.9879 8.6378
F 16.4159 8.7490 9.9490
F 18.7732 8.4390 9.9789
F 17.9238 10.6627 10.7128
F 17.5745 8.8124 7.6256
As 11.7384 13.5191 8.5602
F 11.9068 12.2359 9.8267
F 13.3430 14.2626 9.1017
F 11.6379 14.8939 7.4494
F 10.1948 12.9380 8.1907
F 10.9008 14.5198 9.7719
F 12.6448 12.6387 7.4438
As 23.0831 10.7657 11.7297
F 22.2571 11.2288 10.2600
F 22.5834 9.1849 11.8147
F 23.9890 10.7149 13.2452
F 23.8149 12.4416 11.6594
F 21.6569 11.2619 12.6066
F 24.5131 10.2245 10.9303
As 19.9604 20.1724 8.6298
F 18.5965 20.8089 9.5957
F 18.7735 19.6508 7.4483
F 21.3372 19.5530 7.7502
F 20.9392 20.6755 10.0242
F 19.8858 18.5295 9.2957
F 20.0535 21.7403 7.8887
*
```

=====

# 5
ORCA calculation (ωB97M-V/def2-TZVPD) on a structure of composition C13H13I2NO2ReS5 in a non-equilibrium geometry.

Calculated values
Largest force on an atom (eV/Å): 2.134
Calculated total energy (eV): -91767.8845
Kohn-Sham gap (spin up / spin down) (eV): 5.23 / 5.15
Highest occupied orbital energy (spin up / spin down) (eV): -13.9 / -13.8
E_LUMO (spin up / spin down) (eV): -8.634 / -8.650

ORCA input file:
```
! RIJCOSX wB97M-V def2-TZVPD def2/J DEFGRID3
* xyz 2 2
Re -0.4565 0.6351 -1.9748
I 3.4406 0.6317 -0.8141
C 3.2329 2.2695 -2.1372
I 1.4112 2.1920 -3.3336
H 4.0716 2.2585 -2.8285
H 3.2071 3.1863 -1.5555
O -7.3106 1.0945 -2.2643
C -6.1389 1.0088 -2.2205
S -5.2580 -0.5135 -1.8238
C -3.6657 0.1554 -1.9771
C -3.5579 1.5009 -2.2958
S -2.0412 2.2845 -2.4847
S -5.0215 2.3907 -2.5402
S -2.3037 -0.8652 -1.7774
C 2.3777 -3.1221 -2.7482
S 0.8235 -2.5876 -1.9865
C 1.3157 -2.7183 -0.2432
O 0.8546 -1.0709 -2.2517
H 3.2071 -2.5177 -2.3933
H 2.2764 -3.0297 -3.8255
H 2.5344 -4.1669 -2.4970
H 1.3482 -3.7717 0.0179
H 0.5607 -2.2202 0.3568
H 2.2823 -2.2528 -0.0820
N -0.1080 0.7965 -0.0764
C 0.0446 0.8319 1.0805
C 0.1598 0.8018 2.4574
C -1.0120 0.6166 3.2238
C -0.9084 0.5142 4.5923
C 0.3351 0.6066 5.2114
C 1.4904 0.7983 4.4586
C 1.4166 0.8984 3.0875
H -1.9690 0.5556 2.7298
H -1.7948 0.3617 5.1876
H 0.4033 0.5371 6.2856
H 2.4474 0.8669 4.9513
H 2.3035 1.0446 2.4909
*
```

=====

Q: What is the formula in the fifth record?
A: C13H13I2NO2ReS5

=====

Q: What is the calculated total energy in the second record?
A: -142214.5862 eV